A structure of composition C15H36Cl2O6PSY, computed with ωB97M-V with the def2-TZVPD basis set.

Element x y z (Å)
1 Y 1.33886 0.22331 0.07830
2 Cl 2.18831 3.10928 -0.41086
3 Cl 1.05849 2.13637 2.16913
4 S 4.79442 0.06096 1.49126
5 P -1.40652 0.36649 -0.17200
6 O -2.22662 -0.52272 -1.13495
7 O 1.91105 -2.04209 -0.26534
8 O -2.30705 1.33526 0.62650
9 O 3.51832 0.32932 0.68207
10 O -0.32775 1.09622 -1.00375
11 O -0.56931 -0.46431 0.82992
12 C -3.09350 -1.70854 -0.81327
13 C -3.80663 -1.46981 0.50131
14 C 1.69502 -1.34314 -2.53057
15 C 2.18204 -3.04540 0.73940
16 C -4.17595 2.71293 1.12385
17 C 5.92773 -0.61169 0.29186
18 C 1.60871 3.55190 1.20766
19 C -2.06494 3.68256 0.15961
20 C 2.07897 -2.48863 -1.62532
21 C -3.05699 2.53486 0.12162
22 C -2.16920 -2.90889 -0.76509
23 C -4.05208 -1.77983 -1.98192
24 C 1.78324 -2.49297 2.08425
25 C 5.54036 1.65684 1.73495
26 C -3.58255 2.27893 -1.27615
27 H 0.74901 4.20152 1.09504
28 H -2.56029 4.60643 -0.13878
29 H 2.42228 4.01544 1.75027
30 H -4.70936 -0.91144 -2.00434
31 H -4.41766 -0.56871 0.45739
32 H -1.66114 -3.03295 -1.72313
33 H 2.36388 -1.59834 2.33851
34 H -4.26999 1.43393 -1.29109
35 H -2.75657 -3.80823 -0.57800
36 H 3.24500 -3.29534 0.69234
37 H -4.46911 -2.31275 0.69954
38 H 1.99739 -3.22281 2.86416
39 H 6.09155 0.10369 -0.51218
40 H 1.60845 -3.93818 0.48546
41 H -4.75751 3.59631 0.85861
42 H -1.24089 3.49980 -0.53338
43 H 0.63377 -1.08655 -2.45252
44 H -3.10948 -1.39276 1.33714
45 H 0.71823 -2.26364 2.12051
46 H 6.55262 1.48797 2.10510
47 H 5.56212 2.20824 0.79599
48 H 2.31979 -0.45009 -2.35921
49 H 4.96810 2.18313 2.49649
50 H -1.43444 -2.80916 0.03488
51 H -2.78025 2.10554 -1.99478
52 H 5.47442 -1.52641 -0.08590
53 H -3.50613 -1.83645 -2.92283
54 H -3.78379 2.84765 2.13103
55 H 1.43554 -3.35498 -1.78503
56 H 3.11852 -2.79006 -1.77046
57 H -4.13170 3.16312 -1.60027
58 H 1.88439 -1.59059 -3.57440
59 H -1.68719 3.81389 1.17546
60 H -4.84620 1.85404 1.11640
61 H -4.67097 -2.67259 -1.88914
62 H 6.86118 -0.85588 0.79866

energy relative to the best compared isomer or geometry (same formula, charge and spin) = 16.4 kJ/mol
net charge = +2

A cluster of 7 separate species, C15H36F3O9S in total, computed with ωB97M-V with the def2-TZVPD basis set.

Element x y z (Å)
1 S 2.97856 -1.46840 0.33039
2 F 5.43706 -2.25513 -0.09223
3 F 5.30444 -0.45106 1.07536
4 F 4.93529 -0.38253 -1.07821
5 O 2.66954 -2.53889 -0.61252
6 O 2.21781 -0.27517 0.01738
7 O 0.44503 0.02691 2.66207
8 O 0.25909 -3.34732 -1.41975
9 O 2.90576 -1.91399 1.69599
10 O 0.71134 2.31615 -0.24930
11 O -0.60197 -1.19813 -2.59254
12 O -0.88923 -2.51664 0.87439
13 O -0.45594 -0.03796 -0.23247
14 C 4.78220 -1.10093 0.03424
15 C -0.76488 0.64976 3.06289
16 C -2.57629 -3.15339 2.45757
17 C 1.88080 4.00476 -1.44332
18 C -0.40724 1.99640 3.72285
19 C -1.78467 -1.12914 -3.33675
20 C 1.06188 1.80121 4.08213
21 C 1.53981 0.90232 2.94380
22 C 1.60378 2.51117 -1.37373
23 C -3.16299 -1.64843 0.56774
24 C 0.32552 3.57665 0.28619
25 C -1.93475 -2.41909 -4.15749
26 C 0.62030 4.58506 -0.79967
27 C -1.84504 0.08150 -4.25676
28 C -2.23990 -2.79694 1.00445
29 H -1.84232 -3.29348 -3.51392
30 H -2.63525 -1.08266 -2.63116
31 H -3.10821 -0.81331 1.26888
32 H 1.19416 1.28448 5.03695
33 H -0.46249 2.83961 3.03036
34 H -3.61482 -3.48444 2.59025
35 H -1.63756 1.01655 -3.73488
36 H 1.24252 -3.25045 -1.32984
37 H -0.21843 -3.14475 -0.54054
38 H 0.66654 5.64229 -0.53989
39 H 1.98172 4.44135 -2.43698
40 H 1.57365 1.54644 2.05577
41 H -1.99354 -4.03821 2.73460
42 H -1.19591 -2.46433 -4.95864
43 H 2.46800 0.38637 3.15740
44 H -0.12765 -2.71477 -2.12580
45 H 2.48681 1.89593 -1.21841
46 H 0.46834 0.30758 -0.20987
47 H -1.18276 0.01028 3.84876
48 H 2.80430 4.21782 -0.89703
49 H -1.12904 -0.01069 -5.08074
50 H -1.06038 2.20248 4.57099
51 H 1.58038 2.76140 4.09420
52 H -0.12613 4.53763 -1.60288
53 H 0.95380 3.80843 1.15778
54 H -2.47873 -3.68580 0.38439
55 H 1.07823 2.16674 -2.26932
56 H -0.72405 3.53446 0.57736
57 H -2.82127 0.14289 -4.75239
58 H -2.33271 -2.35558 3.16017
59 H -2.94587 -2.40331 -4.58532
60 H -0.76022 -0.36117 -1.15083
61 H -1.49283 0.78378 2.26115
62 H -2.91670 -1.31836 -0.44385
63 H -0.52700 -0.86684 0.35372
64 H -4.17987 -2.05717 0.56687

energy relative to the best compared isomer or geometry (same formula, charge and spin) = 0.0 kJ/mol
net charge = -1

A cluster of 3 separate species, C15H36FN2O5 in total, computed with ωB97M-V with the def2-TZVPD basis set.

Element x y z (Å)
1 F -3.19209 -0.87227 -4.89471
2 O -6.27970 0.37687 -3.14628
3 O 4.41420 3.86106 3.65119
4 O 2.32383 1.21967 0.62406
5 O 0.59022 -3.02076 -0.38633
6 O -3.46890 -1.26338 -1.35855
7 N -1.69010 -1.83965 1.17290
8 N 4.89750 2.76519 0.74087
9 C -3.13704 -1.61065 1.08659
10 C 3.54771 0.82905 -0.01707
11 C -4.25128 0.14555 -4.65227
12 C -2.28765 -1.71124 -2.00941
13 C -3.84397 -2.03513 -0.21622
14 C 4.75833 1.30589 0.79925
15 C 1.36944 -1.83455 -0.39797
16 C 5.54989 3.11988 3.20169
17 C -1.31433 -3.25696 1.12425
18 C 1.60887 2.20997 -0.09882
19 C 0.20073 -3.42499 0.93519
20 C -4.88431 -0.09483 -3.12339
21 C -7.22413 -0.64967 -2.67705
22 C 5.86534 3.30353 1.70369
23 C 3.16759 3.21082 3.44448
24 H -4.75184 -1.21423 -2.79807
25 H 0.76203 -0.96687 -0.13585
26 H 2.47347 3.55228 4.21841
27 H 5.93645 4.37945 1.50421
28 H 3.24650 2.12180 3.51094
29 H 2.22310 -1.91579 0.28141
30 H 3.55287 -0.26459 -0.03723
31 H -6.90948 -1.15189 -1.64156
32 H 3.59971 1.17704 -1.05699
33 H 6.40359 3.52070 3.76151
34 H -3.73313 1.20132 -4.61423
35 H 5.47187 2.06713 3.49288
36 H 1.45605 1.90686 -1.13885
37 H -2.35973 -1.44249 -3.06769
38 H 0.44431 -4.48801 1.01964
39 H 1.75093 -1.68852 -1.41459
40 H -2.15517 -2.79480 -1.93908
41 H 5.66711 0.84046 0.40316
42 H -8.27764 -0.10699 -2.53704
43 H -4.91586 -1.85070 -0.07518
44 H 3.99343 3.19229 0.92596
45 H -1.61807 -3.74318 2.05737
46 H -1.41918 -1.19019 -1.60367
47 H 0.76580 -2.89565 1.71347
48 H -7.40191 -1.52595 -3.46634
49 H 2.12568 3.17012 -0.05947
50 H 0.62724 2.33213 0.37218
51 H 6.85380 2.87995 1.48889
52 H -4.17694 0.55011 -2.41028
53 H 2.74809 3.50828 2.48224
54 H -3.28925 -0.53246 1.21613
55 H -3.75143 -3.10723 -0.41924
56 H -1.24411 -1.35152 0.40034
57 H -1.81073 -3.76742 0.29269
58 H 4.61813 0.96482 1.83003
59 H -3.62586 -2.09969 1.93777

energy relative to the best compared isomer or geometry (same formula, charge and spin) = 148.2 kJ/mol
net charge = -1

A structure of composition C15H36I2O11P2S2, computed with ωB97M-V with the def2-TZVPD basis set.

Element x y z (Å)
1 I 5.72122 -2.76825 -0.84413
2 I 5.85882 -3.21738 2.27819
3 S 4.65309 2.64427 -1.55261
4 S 4.03163 0.25340 -0.34303
5 P -1.71731 -3.91009 -1.87294
6 P -0.76557 4.86496 1.40389
7 O -2.57512 -3.12116 -0.63455
8 O 3.94900 1.09315 -1.80121
9 O 3.14728 -1.16663 -0.44535
10 O -2.18694 5.10075 1.91161
11 O 0.78044 4.32700 0.95045
12 O -1.11318 -4.49170 -3.14924
13 O -0.33717 -3.76184 -0.97541
14 O 3.27932 1.11150 0.64369
15 O -1.11208 5.04343 -0.21268
16 O -0.13388 6.36631 1.68810
17 O -2.26439 -5.35102 -1.25043
18 C -4.01120 -3.18169 -0.65106
19 C 0.99807 3.28177 -1.24697
20 C -3.24118 5.99660 -0.86559
21 C -2.41223 4.73511 -0.71204
22 C 2.85510 -2.85937 2.57924
23 C -2.61785 -6.42701 -2.11936
24 C -1.48333 -7.42916 -2.22121
25 C 1.48467 6.08500 3.47863
26 C 0.04785 -1.37959 -0.73289
27 C 0.18915 6.73365 3.02294
28 C 4.01439 -2.11448 1.75900
29 C 0.56429 -2.70204 -1.27133
30 C 3.82635 -2.26689 0.17454
31 C -4.52572 -4.27046 0.27755
32 C 0.89262 3.07082 0.25358
33 H -4.57452 -5.23210 -0.23246
34 H 3.18335 -3.17919 0.01889
35 H -4.27114 5.75183 -1.13413
36 H -3.87553 -4.39560 1.14464
37 H -1.32899 -7.92502 -1.26006
38 H -2.81895 6.63418 -1.64579
39 H -0.63623 6.47563 3.69536
40 H 1.52166 4.20812 -1.48819
41 H -3.25159 6.58949 0.05028
42 H -2.28457 4.26711 -1.69350
43 H -0.21569 -1.46947 0.32291
44 H -0.85448 -1.06845 -1.26718
45 H 0.30141 7.81971 3.03600
46 H 0.05550 2.41196 0.50502
47 H 1.51685 2.44267 -1.71608
48 H 5.35717 2.60043 -0.35116
49 H -3.49595 -6.92037 -1.69065
50 H -2.91159 4.00003 -0.07846
51 H 1.50959 -2.94453 -0.79256
52 H 0.01128 3.33791 -1.70712
53 H 0.79886 -0.59717 -0.84421
54 H -4.38175 -3.31877 -1.67111
55 H -2.91668 -6.05625 -3.10121
56 H 0.74209 -2.64504 -2.35065
57 H 2.20756 -2.04340 3.01759
58 H 1.37058 5.00088 3.56576
59 H 2.28166 6.26899 2.75617
60 H -5.53826 -4.04205 0.61682
61 H 4.13712 -1.06121 2.11785
62 H 1.79039 6.47648 4.45140
63 H 1.81075 2.59520 0.61086
64 H 2.25960 -3.52011 1.89838
65 H -1.70508 -8.18840 -2.97407
66 H -0.53859 -6.94812 -2.47951
67 H -4.36661 -2.21222 -0.29430
68 H 3.31467 -3.40216 3.44512

net charge = 0

| no. | LUMO energy (eV) | orbital gap (eV) |
| --- | --- | --- |
| 1 | -5.5 | 10.42 |
| 2 | 2.7 | 7.71 |
| 3 | 2.2 | 3.30 |
| 4 | -1.2 | 7.36 |